[1]
A cluster of 3 separate species, C18H42B3N3O8P2S in total at a distorted geometry, computed with ωB97M-V with the def2-TZVPD basis set.

Structure (XYZ):
```
77
Properties=species:S:1:pos:R:3:forces:R:3:mulliken_spin:R:1
N 5.592 1.277 0.529 -1.8618 -1.9892 0.3089 0.0000
P 4.392 0.830 -0.758 0.4315 1.6516 -0.3835 0.0000
O 2.846 1.598 -0.407 2.3785 0.2683 1.6896 -0.0002
B 4.061 -1.042 -0.532 -1.5909 -3.1080 -0.2865 0.0000
O 3.002 -1.665 -1.400 -0.2304 1.4158 4.5590 0.0000
B 1.886 -1.895 -0.415 2.4285 -1.1138 -0.6750 0.0000
O 2.199 -2.675 0.798 3.0047 2.7639 -1.0710 0.0001
B 3.584 -2.463 1.263 0.0359 0.0263 -2.5496 -0.0001
P 4.013 -2.861 3.120 -0.8478 -1.3301 3.2211 0.0000
O 4.607 -1.475 3.997 -1.2089 -1.0946 -1.6064 0.0000
O 5.227 -4.138 3.152 -0.0947 4.5922 -0.4027 0.0000
S 2.343 -3.456 4.010 1.5354 0.4225 -0.8742 -0.0001
O 4.709 -1.945 0.439 -4.0250 0.9206 0.2160 0.0000
H 6.402 0.617 0.338 -1.1191 1.0682 0.3591 0.0000
H 5.122 0.918 1.414 1.2811 0.5282 -0.9751 0.0000
H 2.994 2.386 0.221 -0.2220 -1.6899 -1.4217 0.0000
H 0.813 -1.422 -0.665 0.2810 -0.5018 0.2809 0.0000
H 3.826 -0.897 4.286 1.3259 -1.5735 -0.5809 0.0000
H 6.100 -3.632 2.995 -1.4833 -1.3513 0.2831 0.0000
C -4.153 -4.573 4.960 0.2499 0.0865 0.1275 0.0126
C -4.273 -4.301 3.435 -1.1949 -1.0374 1.2155 0.0259
C -3.672 -5.504 2.665 0.2000 0.1984 -0.1274 0.0232
C -2.155 -5.579 2.802 0.0167 -0.0175 0.0807 -0.0188
C -1.494 -4.268 2.389 -0.3106 -0.1884 -0.1764 0.0192
C -2.115 -2.990 3.017 1.7978 0.9195 0.7343 0.0207
N -3.615 -3.002 3.061 -0.7701 -0.3013 -5.0243 0.2722
O -4.078 -2.651 1.779 0.9602 -0.5460 3.5696 0.6457
C -1.577 -2.760 4.452 0.0544 -0.2440 0.2350 0.0232
C -1.526 -1.768 2.226 -0.7727 -0.2003 -0.2508 -0.0121
C -5.819 -4.265 3.207 0.3076 0.4497 -0.5490 -0.0039
H -4.829 -5.382 5.267 0.0049 0.2168 -0.3098 0.0005
H -3.165 -4.904 5.274 0.0060 0.1505 -0.0614 0.0004
H -4.423 -3.684 5.543 0.0820 -0.1038 -0.1508 -0.0069
H -3.930 -5.441 1.601 -0.0446 0.2185 0.1160 0.0014
H -4.110 -6.443 3.026 -0.1170 0.2896 0.1071 0.0005
H -1.868 -5.838 3.826 -0.0735 0.0038 -0.0026 0.0007
H -1.774 -6.390 2.169 -0.0141 0.1207 0.1175 0.0023
H -0.425 -4.324 2.630 -0.1645 0.3102 0.0285 0.0003
H -1.558 -4.205 1.295 -0.0981 0.2176 0.1069 0.0020
H -2.062 -1.897 4.920 -0.0593 -0.1193 -0.1302 -0.0141
H -0.499 -2.556 4.445 -0.2209 -0.0380 -0.2577 0.0025
H -1.701 -3.615 5.113 -0.1078 -0.0054 -0.0228 0.0023
H -1.701 -1.842 1.148 -0.2090 -0.0194 0.2393 0.0015
H -0.438 -1.705 2.353 -0.2146 -0.3248 0.2524 0.0001
H -1.951 -0.822 2.580 -0.0394 -0.1994 -0.0408 -0.0012
H -6.278 -3.444 3.771 0.1564 -0.0923 -0.1230 -0.0002
H -6.287 -5.197 3.547 0.4030 0.1190 0.0843 0.0000
H -6.097 -4.154 2.153 0.2475 0.1428 0.2001 -0.0003
C -1.046 5.779 -3.012 0.0466 -0.2165 0.1887 0.0136
C -0.119 5.829 -4.259 -1.6324 1.0545 0.4210 0.0217
C -0.730 4.938 -5.370 0.2694 -0.1580 0.0095 0.0213
C -0.642 3.453 -5.035 -0.0641 -0.0351 0.0661 -0.0178
C 0.791 3.040 -4.716 -0.1199 0.2951 -0.3088 0.0200
C 1.530 3.954 -3.700 0.7441 -1.4529 1.3730 0.0170
N 1.284 5.419 -3.911 1.9339 0.2864 -4.6968 0.2698
O 2.117 5.841 -4.964 -1.9938 -0.7602 3.0641 0.6501
C 1.145 3.590 -2.244 -0.3885 -0.1993 0.0151 0.0276
C 3.050 3.563 -3.765 -0.2102 0.6848 -0.4574 -0.0085
C -0.205 7.328 -4.697 0.6885 -0.2547 -0.2397 -0.0033
H -1.992 6.299 -3.207 0.3343 0.0142 -0.1757 0.0005
H -1.339 4.772 -2.720 0.1599 0.0202 0.0138 0.0006
H -0.576 6.268 -2.150 -0.0092 -0.1112 -0.1654 -0.0071
H -0.220 5.119 -6.325 0.1296 0.0952 0.1936 0.0025
H -1.782 5.205 -5.536 0.1891 0.1750 0.2020 0.0005
H -1.300 3.202 -4.198 -0.0103 0.0794 -0.0118 0.0007
H -1.004 2.868 -5.889 0.0474 0.0519 0.1508 0.0022
H 0.784 2.004 -4.353 0.2143 0.2359 0.1311 0.0003
H 1.343 3.029 -5.664 0.1220 0.1414 0.1907 0.0015
H 1.614 4.275 -1.530 -0.0345 0.0376 -0.1695 -0.0152
H 1.482 2.578 -1.985 0.0247 0.3050 -0.3061 0.0022
H 0.074 3.590 -2.056 -0.0322 0.1436 -0.0422 0.0011
H 3.458 3.634 -4.779 -0.1570 0.2147 0.1889 0.0006
H 3.202 2.524 -3.448 -0.3802 0.2058 0.0594 0.0002
H 3.653 4.198 -3.106 -0.1552 -0.0239 -0.1227 -0.0013
H 0.187 7.986 -3.912 -0.0012 -0.1823 -0.1241 -0.0005
H -1.245 7.623 -4.883 0.1230 -0.3609 0.1922 0.0001
H 0.339 7.537 -5.624 0.0681 -0.1977 0.2813 -0.0003
```
Forces are in eV/Å.

Kohn-Sham gap (spin up / spin down) = 8.030 / 8.232 eV
HOMO level (spin up / spin down) = -9.0 / -9.2 eV
Multiplicity = 3
E_tot = -2632.75521 hartree

[2]
A cluster of 10 separate species, C18H42BFN11O19 in total at a distorted geometry, computed with ωB97M-V with the def2-TZVPD basis set.

Structure (XYZ):
```
92
Properties=species:S:1:pos:R:3:forces:R:3:mulliken_charge:R:1
C -1.746 -2.754 1.353 -0.1453 0.7579 0.1896 -0.5937
B -2.437 -2.032 0.026 -1.7791 -3.4643 1.6279 0.6347
O -3.697 -2.584 -0.501 3.8466 1.0307 -0.6255 -0.4701
N -1.705 -0.796 -0.528 0.4211 1.0046 -0.4378 0.0395
C -2.601 0.134 -1.327 -2.3973 2.9825 -0.5053 -0.4060
C -2.345 1.742 -0.943 0.5676 0.1186 -1.1818 0.0088
C -0.773 2.200 -1.098 0.2070 -0.2025 0.2884 -0.1493
F -2.853 2.049 0.445 1.2134 -1.0185 -3.2210 -0.3403
C -0.408 -1.174 -1.271 2.9369 -1.1516 -1.9251 0.4472
C -0.553 -1.939 -2.733 5.3324 1.4733 2.3149 -0.4711
C 0.952 -2.219 -3.407 -1.5592 2.2389 4.0784 -0.2241
C 2.220 -1.706 -2.523 -1.8312 -0.1720 0.0448 -0.4102
N 2.292 -1.056 -1.184 -5.4652 -1.3633 -2.2088 -0.4758
C 0.984 -0.775 -0.526 -0.6867 -1.9685 -3.9524 -0.3455
H -0.591 -2.801 1.162 -2.0760 -0.1833 0.5189 0.2464
H -2.226 -3.804 1.601 1.1611 2.2530 -0.6198 0.2665
H -1.886 -2.060 2.314 0.2565 -1.4556 -1.8964 0.1411
H -3.506 -3.035 -1.375 -0.6686 0.7540 1.1814 0.3306
H -1.429 -0.244 0.340 -0.1197 -0.7195 -1.1398 0.3911
H -2.486 0.052 -2.488 0.1968 -0.1232 2.3764 0.3589
H -3.759 -0.045 -1.095 2.7183 -0.0087 -0.2687 0.3013
H -2.950 2.372 -1.756 0.8858 -1.4339 2.2141 0.2946
H -0.169 1.540 -1.881 -1.5911 1.2329 1.6002 0.0105
H -0.245 2.053 -0.048 -1.0105 0.5909 -2.1400 -0.0089
H -0.693 3.311 -1.498 -0.2294 -2.2884 1.1991 0.1766
H -1.558 -2.225 -3.256 2.0919 0.6823 1.1999 0.3278
H 1.085 -2.739 -4.470 -0.1851 1.2946 2.7528 0.3906
H 3.280 -1.883 -3.048 -2.5531 0.4533 1.4086 0.3898
H 0.935 -0.239 0.529 0.3381 -1.1852 -2.3635 0.2138
C 3.464 -4.456 -7.315 0.2673 -0.0820 -0.2519 -0.7633
N 3.204 -3.767 -6.022 0.5848 0.5867 0.5514 0.8460
O 4.116 -3.071 -5.559 -1.7574 -1.0207 -0.3249 -0.4919
O 2.093 -3.943 -5.509 1.3708 0.2061 -0.5938 -0.5603
H 4.475 -4.213 -7.648 -0.2662 0.0272 0.2217 0.3195
H 3.362 -5.530 -7.141 -0.1494 0.1990 0.0146 0.2881
H 2.724 -4.098 -8.034 0.0280 -0.1463 0.2062 0.3061
C 2.585 -5.583 -2.265 0.2675 0.1881 0.0214 -0.5556
N 1.985 -6.613 -3.155 -0.4424 -0.8045 -0.7415 0.8726
O 2.515 -6.786 -4.259 -0.8768 0.0932 1.4916 -0.4925
O 0.999 -7.220 -2.721 1.4457 0.8756 -0.7819 -0.5267
H 3.440 -5.132 -2.773 -0.2407 -0.1785 0.0350 0.2720
H 1.816 -4.833 -2.065 0.0844 -0.2168 0.0487 0.0725
H 2.901 -6.083 -1.348 -0.1858 0.0903 -0.1297 0.3653
C -3.160 0.165 4.790 0.2616 0.3372 0.0098 0.0719
N -3.179 -1.061 5.633 -0.0271 -0.5873 0.4005 1.0096
O -2.735 -2.100 5.132 -0.5872 1.1011 0.8837 -0.5785
O -3.640 -0.945 6.775 0.7121 -0.3986 -1.6483 -0.5708
H -2.730 -0.083 3.817 -0.1166 -0.0726 0.2707 -0.1768
H -4.191 0.506 4.681 0.5079 0.0622 0.1999 0.3831
H -2.547 0.908 5.304 -0.1779 -0.2974 -0.1440 -0.0815
C -2.623 3.550 7.994 -0.1756 0.1060 0.3005 -0.7988
N -2.840 3.058 6.606 -1.1331 -0.0046 -0.5740 0.8125
O -4.004 3.026 6.192 2.2239 -0.0929 0.3635 -0.4565
O -1.834 2.717 5.972 -1.1236 0.4483 0.5219 -0.5918
H -3.590 3.812 8.430 0.2093 -0.1193 -0.2455 0.3083
H -2.151 2.744 8.559 0.0262 0.1660 -0.1690 0.3193
H -1.975 4.426 7.935 -0.0099 -0.2442 -0.0189 0.2983
C -1.339 6.014 0.294 0.2037 -0.1971 0.2155 -0.7130
N -1.605 6.286 -1.145 -0.4264 0.4686 -0.9552 0.8720
O -0.954 5.640 -1.973 -0.9652 0.8283 0.8192 -0.5188
O -2.462 7.141 -1.402 1.4254 -1.4340 0.2349 -0.5213
H -0.568 5.245 0.371 -0.1827 0.1966 -0.1187 0.2609
H -1.000 6.948 0.748 -0.2009 -0.1375 -0.0869 0.3363
H -2.273 5.670 0.742 0.1248 0.1991 -0.0713 0.2821
C 1.099 2.372 4.599 0.1601 -0.1426 0.3209 -0.5816
N 0.788 2.014 3.189 -0.2506 0.1445 -0.7450 0.9404
O 1.123 0.887 2.805 -0.6343 1.2898 0.0012 -0.5771
O 0.217 2.873 2.508 0.8440 -1.5411 0.7328 -0.4824
H 1.598 1.527 5.077 -0.1272 0.1580 -0.2611 0.3002
H 1.753 3.246 4.581 -0.2227 -0.0858 -0.0550 0.3167
H 0.153 2.594 5.099 0.2093 0.0846 -0.1944 0.1302
C -6.778 -2.798 4.609 0.1647 -0.3199 -0.0864 -0.7391
N -6.520 -1.333 4.633 -0.4779 0.9737 0.3251 0.7819
O -5.460 -0.937 4.136 -1.8336 -0.4547 0.3579 -0.4590
O -7.390 -0.623 5.151 1.6930 -1.0332 -0.9786 -0.4955
H -5.934 -3.297 4.127 -0.1528 0.2482 0.1375 0.2958
H -6.883 -3.132 5.644 -0.1012 0.1227 -0.1952 0.2947
H -7.697 -2.962 4.043 0.0908 0.0905 0.2306 0.2968
C 3.480 1.310 -2.760 0.2385 -0.1420 -0.0532 -0.6035
N 3.738 2.775 -2.736 0.3967 1.0629 -0.1709 0.9000
O 4.798 3.172 -3.233 -1.6354 -0.2782 0.8427 -0.5143
O 2.868 3.486 -2.218 1.2622 -0.8788 -0.7198 -0.5630
H 4.324 0.811 -3.242 -0.1045 0.2433 0.0658 0.2765
H 3.375 0.977 -1.726 -0.0766 0.1594 -0.2579 0.2561
H 2.561 1.146 -3.326 0.0746 0.0951 0.2072 0.2642
C 8.176 2.483 -4.099 0.2441 0.2678 0.0116 -0.6675
N 7.576 1.452 -4.989 -0.1814 -0.6413 -0.8601 0.7789
O 8.106 1.279 -6.092 -1.0349 0.0675 1.6408 -0.5040
O 6.589 0.846 -4.554 1.2848 0.6148 -0.7288 -0.4598
H 9.031 2.934 -4.607 -0.2525 -0.2213 0.0316 0.3099
H 7.407 3.232 -3.898 0.0462 -0.2503 0.0686 0.2532
H 8.492 1.982 -3.181 -0.1982 0.0921 -0.1325 0.2783
```
Forces are in eV/Å.

Kohn-Sham gap = 8.583 eV
HOMO level = -12.5 eV
Total charge = +1
E_tot = -2866.28126 hartree

[3]
A cluster of 4 separate species, C18H42BN3O6PS in total at a distorted geometry, computed with ωB97M-V with the def2-TZVPD basis set.

Structure (XYZ):
```
72
Properties=species:S:1:pos:R:3:forces:R:3:mulliken_charge:R:1
C -4.544 1.914 2.333 -0.5428 -0.4866 0.1468 -0.9414
N -3.659 1.498 3.438 0.9156 0.5875 -0.2623 0.0798
C -3.300 2.587 4.355 -0.1936 -0.0444 0.0266 -0.9883
B -2.607 0.613 3.087 -0.1635 -0.3335 0.2299 0.4225
O -2.722 -0.745 2.969 -0.3145 0.2005 -0.6232 -0.4500
C -1.079 1.121 2.850 0.1485 0.1559 0.3712 -0.2666
C -0.671 2.360 2.340 -0.2694 -0.1333 0.1262 -0.1581
C 0.662 2.603 2.136 0.3836 -0.2145 -0.2239 0.3997
P 1.385 4.175 1.539 0.1318 0.5605 -0.0816 0.8587
O 0.267 4.832 0.595 -0.0214 -0.6682 0.1041 -0.4393
O 2.478 3.720 0.485 -0.0537 -0.1875 0.1348 -0.4845
S 2.028 5.189 2.994 0.0062 -0.1365 0.0895 -0.3102
C 1.568 1.565 2.466 -0.1778 0.0441 0.0677 -0.4436
N 1.185 0.406 2.946 0.2114 0.0241 -0.0519 -0.9768
N -0.111 0.243 3.108 -0.1597 0.0727 -0.0759 0.6344
H -5.056 2.829 2.625 0.0215 0.0081 -0.0332 0.3468
H -4.017 2.092 1.388 0.0391 0.1193 0.0852 0.2986
H -5.309 1.161 2.145 0.0335 -0.0178 -0.0037 0.3039
H -4.217 3.037 4.735 0.0136 0.0227 -0.0144 0.3860
H -2.776 2.184 5.221 0.0755 0.0266 -0.0429 0.3246
H -2.694 3.385 3.909 -0.0426 0.0268 -0.0084 0.2869
H -2.723 -1.174 2.102 0.0317 -0.3323 0.1568 0.2731
H -1.436 3.095 2.128 -0.0071 -0.0291 -0.0259 0.2361
H -0.623 4.727 0.950 -0.1146 0.3998 -0.0898 0.3504
H 2.146 3.252 -0.296 -0.0228 0.1765 -0.1329 0.3363
H 2.636 1.690 2.335 -0.0207 -0.0363 0.0280 0.5592
H -0.377 -0.676 3.457 -0.0087 0.0132 -0.0216 0.3276
C -3.300 -3.601 -2.076 -0.0306 -0.0592 0.0415 -1.2814
C -3.033 -2.811 -0.809 0.0190 0.0477 -0.0275 -0.0692
O -3.487 -3.435 0.383 0.0298 0.2143 0.1058 -0.4193
C -2.910 -4.702 0.678 0.0365 -0.0365 0.0488 -0.4884
C -1.409 -4.643 0.894 0.0268 0.0644 -0.0514 -0.7300
H -4.364 -3.816 -2.174 0.0022 -0.0009 -0.0057 0.3179
H -2.980 -3.024 -2.944 -0.0138 0.0152 0.0022 0.4077
H -2.757 -4.545 -2.090 0.0323 0.0203 -0.0158 0.2860
H -3.576 -1.863 -0.847 -0.0071 -0.0099 -0.0124 0.3828
H -1.964 -2.569 -0.732 0.0009 -0.0358 -0.0164 0.1825
H -3.164 -5.428 -0.100 0.0296 0.0305 -0.0308 0.3057
H -3.406 -5.030 1.591 -0.0260 0.0239 -0.0071 0.3439
H -0.871 -4.328 -0.001 0.0279 -0.0730 -0.0071 0.2149
H -1.029 -5.626 1.171 0.0028 0.0042 0.0213 0.4529
H -1.169 -3.942 1.698 -0.0039 -0.0276 0.0273 0.1269
C 4.528 -5.065 -0.636 -0.0226 0.0051 0.0647 -1.0462
C 3.129 -4.769 -1.143 0.0259 -0.0492 -0.0452 -0.3625
O 2.174 -4.537 -0.116 -0.0838 0.0592 -0.0097 -0.3817
C 2.444 -3.452 0.747 0.0011 0.0224 0.0348 -0.3786
C 2.534 -2.105 0.045 -0.0251 -0.0041 -0.0390 -0.8574
H 4.518 -5.921 0.040 0.0056 -0.0020 -0.0045 0.2939
H 5.182 -5.296 -1.477 -0.0059 -0.0182 -0.0023 0.3894
H 4.965 -4.218 -0.105 0.0114 0.0155 -0.0349 0.2718
H 2.741 -5.631 -1.685 -0.0005 0.0036 -0.0020 0.3472
H 3.147 -3.930 -1.849 -0.0045 0.0234 0.0303 0.3087
H 3.352 -3.635 1.332 0.0149 0.0090 -0.0261 0.3454
H 1.609 -3.440 1.450 0.0135 -0.0378 0.0158 0.2531
H 3.368 -2.058 -0.655 0.0223 0.0057 0.0258 0.3309
H 2.681 -1.315 0.785 -0.0111 -0.0113 0.0100 0.2289
H 1.616 -1.903 -0.512 0.0019 0.0029 -0.0037 0.2479
C 2.776 2.540 -4.501 -0.0193 0.0076 0.0777 -0.9780
C 1.377 3.021 -4.843 0.0029 -0.0046 -0.0794 -0.3081
O 0.578 3.336 -3.710 -0.0249 -0.0471 0.0546 -0.4466
C 1.071 4.359 -2.869 0.0006 -0.0140 0.1030 0.2169
C 1.266 5.706 -3.541 0.0042 -0.0335 -0.0850 -1.2300
H 2.733 1.667 -3.847 0.0058 -0.0065 -0.0094 0.2498
H 3.301 2.259 -5.414 -0.0071 -0.0171 -0.0019 0.3885
H 3.370 3.310 -4.007 0.0114 0.0149 -0.0391 0.2499
H 0.827 2.233 -5.355 -0.0012 0.0035 -0.0004 0.3437
H 1.424 3.874 -5.528 0.0034 0.0228 0.0343 0.3000
H 2.011 4.039 -2.393 0.0430 0.0475 -0.0583 -0.0804
H 0.325 4.454 -2.078 0.0013 -0.0059 -0.0032 0.2736
H 2.022 5.668 -4.325 0.0286 0.0068 0.0288 0.2936
H 1.590 6.443 -2.805 -0.0193 -0.0017 0.0128 0.4135
H 0.331 6.045 -3.986 0.0020 0.0073 0.0037 0.3242
```
Forces are in eV/Å.

Kohn-Sham gap = 6.634 eV
HOMO level = -11.8 eV
Total charge = +1
E_tot = -2090.95858 hartree

Molar mass values (in g/mol) by entry order: 554.998; 746.402; 470.402.